(1)
{"formula": "C15H33KNO3", "method": "ωB97M-V with the def2-TZVPD basis set", "symbols": ["K", "C", "C", "C", "O", "H", "H", "H", "H", "H", "H", "H", "C", "C", "C", "O", "H", "H", "H", "H", "H", "H", "H", "C", "C", "C", "C", "C", "C", "N", "O", "C", "C", "C", "H", "H", "H", "H", "H", "H", "H", "H", "H", "H", "H", "H", "H", "H", "H", "H", "H", "H", "H"], "coordinates": [[13.35, 3.49, -17.29], [8.45, 1.62, -11.95], [9.76, 2.01, -11.19], [10.24, 0.80, -10.26], [10.86, 2.60, -11.90], [8.62, 0.84, -12.70], [8.05, 2.39, -12.61], [7.65, 1.35, -11.26], [9.39, 2.71, -10.44], [9.48, 0.35, -9.63], [11.19, 1.13, -9.83], [10.60, -0.01, -10.89], [16.11, -3.25, -21.67], [16.72, -2.42, -20.55], [18.20, -2.82, -20.24], [16.41, -1.00, -20.56], [16.29, -4.32, -21.54], [16.71, -2.99, -22.54], [15.03, -3.13, -21.68], [16.10, -2.79, -19.72], [18.70, -2.16, -19.53], [18.72, -2.62, -21.18], [18.25, -3.85, -19.90], [19.81, 7.36, -14.20], [18.82, 6.53, -15.13], [19.57, 6.22, -16.40], [20.65, 5.15, -16.25], [19.96, 3.89, -15.62], [19.18, 4.10, -14.35], [18.28, 5.26, -14.54], [17.43, 5.54, -13.49], [18.38, 2.88, -14.03], [20.08, 4.34, -13.14], [17.65, 7.47, -15.63], [19.95, 8.37, -14.57], [20.80, 6.93, -14.09], [19.40, 7.46, -13.19], [18.83, 5.96, -17.15], [20.03, 7.17, -16.67], [21.60, 5.43, -15.81], [21.05, 4.84, -17.21], [20.73, 3.17, -15.37], [19.36, 3.43, -16.41], [17.85, 2.79, -13.09], [17.66, 2.48, -14.74], [19.11, 2.13, -13.72], [20.90, 5.04, -13.27], [19.47, 4.83, -12.38], [20.49, 3.45, -12.66], [16.99, 6.99, -16.36], [17.98, 8.38, -16.13], [17.15, 7.88, -14.76], [16.71, 4.91, -13.49]], "nbo_charge": [0.956, -0.641, 0.123, -0.659, -0.989, 0.178, 0.187, 0.177, 0.079, 0.173, 0.212, 0.178, -0.632, 0.104, -0.644, -0.995, 0.170, 0.181, 0.202, 0.082, 0.201, 0.180, 0.177, -0.652, 0.140, -0.413, -0.409, -0.398, 0.085, -0.195, -0.587, -0.633, -0.646, -0.609, 0.208, 0.209, 0.221, 0.204, 0.210, 0.207, 0.217, 0.215, 0.214, 0.226, 0.215, 0.226, 0.208, 0.228, 0.210, 0.201, 0.207, 0.222, 0.471], "orbital_gap_ev": 2.4, "total_energy_ev": -40041.45699, "max_force_ev_per_a": 3.4, "charge": -1, "molar_mass_g_mol": 314.53, "homo_ha": -0.103, "lumo_ev": -0.401, "spin_multiplicity": 1}



(2)
{"formula": "C15H33N2", "method": "ωB97M-V with the def2-TZVPD basis set", "symbols": ["C", "C", "C", "C", "C", "C", "C", "C", "C", "C", "C", "C", "C", "N", "C", "C", "N", "H", "H", "H", "H", "H", "H", "H", "H", "H", "H", "H", "H", "H", "H", "H", "H", "H", "H", "H", "H", "H", "H", "H", "H", "H", "H", "H", "H", "H", "H", "H", "H", "H"], "coordinates": [[2.95, 1.02, 1.66], [2.45, -0.28, 2.39], [2.65, -1.60, 1.57], [1.64, -1.77, 0.37], [2.37, -1.50, -1.00], [1.69, -0.44, -1.93], [1.25, 0.88, -1.23], [0.21, 1.59, -2.17], [-0.24, 2.95, -1.57], [-1.22, 2.75, -0.35], [-2.39, 1.76, -0.65], [-2.08, 0.29, -0.26], [-1.92, 0.11, 1.29], [-2.12, -1.32, 1.73], [-2.01, -2.31, 0.61], [-3.10, -1.95, -0.45], [-3.29, -0.49, -0.63], [3.65, 1.55, 2.33], [2.06, 1.67, 1.48], [3.46, 0.78, 0.71], [1.39, -0.18, 2.70], [3.05, -0.37, 3.32], [2.50, -2.44, 2.28], [3.70, -1.67, 1.25], [1.35, -2.84, 0.39], [0.71, -1.19, 0.50], [2.34, -2.46, -1.57], [3.45, -1.27, -0.89], [2.45, -0.15, -2.68], [0.87, -0.90, -2.52], [0.83, 0.74, -0.21], [2.10, 1.57, -1.15], [0.74, 1.77, -3.13], [-0.64, 0.92, -2.43], [-0.65, 3.64, -2.33], [0.65, 3.47, -1.15], [-1.69, 3.75, -0.21], [-0.67, 2.55, 0.58], [-3.29, 2.09, -0.10], [-2.64, 1.81, -1.73], [-1.16, -0.12, -0.73], [-2.71, 0.72, 1.76], [-0.93, 0.48, 1.59], [-1.39, -1.50, 2.42], [-3.01, -1.47, 2.20], [-1.02, -2.22, 0.14], [-2.09, -3.35, 0.97], [-4.04, -2.45, -0.16], [-2.73, -2.36, -1.41], [-3.48, -0.29, -1.61]], "nbo_charge": [-0.621, -0.392, -0.395, -0.419, -0.405, -0.407, -0.415, -0.404, -0.401, -0.416, -0.404, -0.067, -0.250, -0.502, -0.253, -0.242, -0.636, 0.226, 0.199, 0.210, 0.164, 0.218, 0.204, 0.216, 0.207, 0.165, 0.216, 0.213, 0.224, 0.194, 0.180, 0.221, 0.221, 0.184, 0.219, 0.213, 0.229, 0.195, 0.227, 0.224, 0.197, 0.241, 0.238, 0.444, 0.441, 0.242, 0.250, 0.212, 0.213, 0.385], "orbital_gap_ev": 9.8, "total_energy_ev": -19063.55112, "max_force_ev_per_a": 2.1, "charge": 1, "smiles": "CCCCCCCCCCC[C@H]1C[NH2+]CCN1", "molar_mass_g_mol": 241.44, "homo_ha": -0.475, "lumo_ev": -3.100, "spin_multiplicity": 1}



(3)
{"formula": "C15H33N5O5ReS", "method": "ωB97M-V with the def2-TZVPD basis set", "symbols": ["Re", "C", "C", "O", "C", "C", "O", "C", "C", "O", "C", "C", "O", "H", "H", "H", "H", "H", "H", "H", "H", "H", "H", "H", "H", "H", "H", "H", "H", "N", "N", "C", "N", "S", "H", "H", "H", "H", "H", "C", "N", "C", "C", "C", "N", "C", "C", "O", "H", "H", "H", "H", "H", "H", "H", "H", "H", "H", "H", "H"], "coordinates": [[0.19, 0.72, -0.67], [3.34, 0.38, -0.12], [3.14, 1.79, -0.66], [1.89, 1.77, -1.43], [1.66, 2.97, -2.24], [0.68, 2.52, -3.29], [-0.21, 1.56, -2.62], [-0.80, 0.56, -3.51], [0.12, -0.63, -3.49], [0.45, -0.87, -2.08], [1.65, -1.72, -1.96], [2.03, -1.69, -0.51], [2.05, -0.29, -0.09], [3.73, 0.40, 0.90], [4.02, -0.19, -0.74], [3.93, 2.06, -1.35], [3.07, 2.55, 0.12], [2.61, 3.29, -2.68], [1.28, 3.78, -1.60], [1.19, 2.01, -4.11], [0.07, 3.34, -3.67], [-0.90, 0.98, -4.51], [-1.79, 0.35, -3.13], [1.05, -0.42, -4.02], [-0.34, -1.52, -3.91], [2.42, -1.29, -2.59], [1.40, -2.72, -2.30], [3.00, -2.14, -0.33], [1.29, -2.18, 0.12], [0.09, 2.35, 0.79], [-1.21, 2.79, 1.18], [-2.30, 2.37, 0.52], [-3.47, 2.88, 0.80], [-2.15, 1.14, -0.68], [0.55, 2.03, 1.65], [0.59, 3.17, 0.47], [-1.24, 3.54, 1.86], [-3.61, 3.63, 1.48], [-4.30, 2.55, 0.32], [0.28, -0.05, 3.40], [-0.58, -1.13, 2.93], [-1.21, -2.01, 3.94], [-1.42, -3.39, 3.36], [-2.22, -3.27, 2.08], [-1.62, -2.25, 1.17], [-1.97, -2.44, -0.24], [-0.85, -1.28, 1.64], [-0.30, -0.39, 0.82], [0.71, -0.35, 4.36], [-0.28, 0.87, 3.57], [1.11, 0.11, 2.71], [-2.15, -1.56, 4.27], [-0.54, -2.05, 4.80], [-1.97, -4.01, 4.07], [-0.46, -3.87, 3.17], [-3.25, -2.98, 2.26], [-2.23, -4.21, 1.53], [-1.56, -3.39, -0.59], [-1.60, -1.64, -0.85], [-3.05, -2.49, -0.33]], "nbo_charge": [1.473, -0.097, -0.094, -0.543, -0.090, -0.095, -0.523, -0.101, -0.105, -0.539, -0.107, -0.100, -0.544, 0.251, 0.239, 0.263, 0.212, 0.272, 0.206, 0.232, 0.267, 0.275, 0.236, 0.221, 0.268, 0.219, 0.265, 0.269, 0.226, -0.581, -0.421, 0.350, -0.679, 0.119, 0.427, 0.418, 0.447, 0.454, 0.464, -0.413, -0.368, -0.214, -0.442, -0.214, -0.364, -0.409, 0.799, -0.665, 0.271, 0.203, 0.192, 0.231, 0.252, 0.289, 0.233, 0.235, 0.251, 0.237, 0.188, 0.253], "orbital_gap_ev": [7.2, 6.5], "total_energy_ev": -46702.11568, "max_force_ev_per_a": 0.3, "charge": 4, "molar_mass_g_mol": 581.73, "homo_ha": [-0.763, -0.761], "lumo_ev": [-13.538, -14.186], "spin_multiplicity": 2, "s2": 0.754}



(4)
{"formula": "C15H33NO4PS2Si", "method": "ωB97M-V with the def2-TZVPD basis set", "symbols": ["C", "C", "S", "C", "C", "N", "C", "C", "O", "Si", "C", "C", "C", "C", "C", "C", "C", "C", "C", "P", "O", "O", "O", "S", "H", "H", "H", "H", "H", "H", "H", "H", "H", "H", "H", "H", "H", "H", "H", "H", "H", "H", "H", "H", "H", "H", "H", "H", "H", "H", "H", "H", "H", "H", "H", "H", "H"], "coordinates": [[4.07, -2.23, -0.08], [4.14, -2.31, 1.44], [3.78, -0.73, 2.25], [1.97, -0.73, 2.09], [1.51, 0.57, 1.55], [0.53, 0.75, 0.71], [-0.35, -0.37, 0.32], [-1.78, 0.02, -0.08], [-2.12, -0.72, -1.23], [-3.49, -1.70, -1.21], [-3.86, -2.06, -3.00], [-3.11, -3.29, -0.31], [-4.97, -0.84, -0.46], [0.39, 2.14, 0.28], [1.25, 2.59, -0.94], [1.67, 1.57, -1.99], [0.51, 0.70, -2.52], [2.90, 0.75, -1.57], [0.80, 2.95, 1.52], [-0.53, 2.86, 2.81], [-1.55, 1.89, 2.41], [-0.99, 4.36, 2.96], [0.10, 2.58, 4.24], [2.29, 2.03, 2.08], [4.66, -1.40, -0.45], [3.05, -2.06, -0.41], [4.42, -3.16, -0.53], [5.12, -2.62, 1.78], [3.41, -3.02, 1.81], [1.49, -0.92, 3.05], [1.69, -1.54, 1.42], [-0.41, -1.05, 1.16], [0.08, -0.91, -0.52], [-1.88, 1.08, -0.29], [-2.44, -0.18, 0.76], [-4.77, -2.65, -3.08], [-3.03, -2.54, -3.51], [-4.06, -1.11, -3.50], [-2.14, -3.68, -0.61], [-3.14, -3.19, 0.77], [-3.86, -4.03, -0.59], [-5.32, 0.01, -1.04], [-5.77, -1.58, -0.44], [-4.80, -0.56, 0.58], [-0.63, 2.45, 0.07], [2.14, 3.12, -0.60], [0.64, 3.34, -1.45], [2.00, 2.17, -2.83], [-0.47, 0.99, -2.14], [0.67, -0.34, -2.27], [0.49, 0.73, -3.61], [3.80, 1.29, -1.83], [2.95, 0.58, -0.49], [2.93, -0.20, -2.10], [1.00, 3.99, 1.30], [-1.13, 4.59, 3.89], [0.17, 1.64, 4.39]], "nbo_charge": [-0.617, -0.513, 0.239, -0.642, 0.289, -0.333, -0.254, -0.056, -0.874, 1.877, -1.136, -1.152, -1.151, -0.061, -0.407, -0.217, -0.619, -0.616, -0.721, 2.348, -1.095, -0.976, -0.974, 0.417, 0.222, 0.193, 0.233, 0.248, 0.218, 0.267, 0.259, 0.220, 0.246, 0.183, 0.200, 0.246, 0.245, 0.243, 0.239, 0.236, 0.253, 0.249, 0.252, 0.239, 0.265, 0.216, 0.233, 0.221, 0.208, 0.200, 0.236, 0.227, 0.184, 0.219, 0.295, 0.531, 0.517], "orbital_gap_ev": 8.5, "total_energy_ev": -64605.75607, "max_force_ev_per_a": 1.7, "charge": 1, "molar_mass_g_mol": 414.63, "homo_ha": -0.450, "lumo_ev": -3.742, "spin_multiplicity": 1}